A.
The following is a DFT calculation (ωB97M-V/def2-TZVPD) of 2 unconnected molecules or ions with the total composition C6H17NO3.

XYZ file:
```
27
Properties=species:S:1:pos:R:3
O -10.25896 3.59797 6.94856
H -10.02751 4.22921 6.26136
H -9.98076 4.02336 7.77004
C -5.81284 9.30048 7.65803
O -6.26262 7.94407 7.77380
C -7.18732 7.73701 8.79738
C -8.03846 6.50959 8.41941
N -8.68575 5.82967 9.52501
C -9.57692 6.64983 10.31628
C -10.79504 7.16152 9.56689
O -11.68084 7.90230 10.37032
C -11.12691 8.98803 11.07694
H -6.66678 9.98374 7.73213
H -5.45579 9.43355 6.63885
H -5.06472 9.47944 8.42795
H -7.84243 8.60923 8.93202
H -6.74248 7.53464 9.78488
H -7.34000 5.77436 8.00972
H -8.71952 6.79612 7.61793
H -8.02312 5.34601 10.11026
H -9.07024 7.43919 10.89469
H -9.99280 6.03379 11.12970
H -11.37794 6.30997 9.21154
H -10.50934 7.72972 8.66509
H -10.32278 9.46313 10.49766
H -10.72443 8.69427 12.04938
H -11.90419 9.73878 11.20804
```

Values from the calculation:
- Net charge: 0
- SMILES: COCCNCCOC.O
- E_LUMO: 0.7 eV

Atom charges from the Löwdin analysis, given in e for atoms 1 to 6: number 1, O, carries -0.06; number 2, H, carries 0.03; number 3, H, carries 0.01; number 4, C, carries -0.08; number 5, O, carries -0.19; number 6, C, carries -0.25

B.
The following is a DFT calculation (ωB97M-V/def2-TZVPD) of 3 unconnected molecules or ions with the total composition C6H17NO3.

XYZ file:
```
27
Properties=species:S:1:pos:R:3
O 2.28926 -2.92445 -2.00633
C 2.00482 -1.77432 -1.77325
C 1.67788 -1.29046 -0.38241
C 0.97478 0.07489 -0.39526
C -0.50040 -0.06403 -0.81273
C -1.41985 -0.49068 0.33173
C -1.57874 0.58081 1.42539
N -2.17531 1.83078 0.96540
H 1.99317 -1.01809 -2.57214
H 1.04442 -2.00163 0.15325
H 2.60314 -1.25111 0.19989
H 1.45478 0.75623 -1.10104
H 1.03540 0.53804 0.58742
H -0.86478 0.86335 -1.24949
H -0.54015 -0.78470 -1.63611
H -1.01223 -1.39718 0.78087
H -2.40401 -0.73701 -0.07577
H -0.62397 0.80596 1.89460
H -2.19695 0.17719 2.22729
H -1.59029 2.29079 0.28309
H -3.07506 1.66153 0.52992
H 0.69666 3.63377 -2.68727
H -0.09417 3.11413 -1.50849
O 0.49920 2.82657 -2.22671
H 0.24020 -2.06369 3.65555
H 1.23110 -1.77284 2.56010
O 0.33111 -1.58386 2.83251
```

Values from the calculation:
- Net charge: 0
- SMILES: NCCCCCC=O.O.O
- E_LUMO: 0.5 eV

Atom charges from the Löwdin analysis, given in e for atoms 1 to 6: number 1, O, carries 0.05; number 2, C, carries -0.26; number 3, C, carries -0.16; number 4, C, carries -0.21; number 5, C, carries -0.21; number 6, C, carries -0.20

B ends up most stable, edging out the next structure by 29.3 kcal/mol.